1.
The following is a quantum chemistry calculation of a single C3H8OS molecule at a distorted geometry, from OMol25.

Calculated values
total energy = -16122.404 eV
relative energy (zero: lowest compared OMol25 entry of this formula, charge and spin) = 80.5 kJ/mol
spin multiplicity = 1
LUMO level = 0.033 Eh
HOMO level = -9.1 eV
orbital gap = 10.0 eV

```
13
Properties=species:S:1:pos:R:3:forces:R:3:lowdin_charge:R:1
O 2.205838 -0.692344 -0.483260 -0.068 0.442 -1.006 -0.07
C 1.068919 -0.509060 0.359198 1.227 -2.358 0.977 -0.30
C 0.258210 0.455202 -0.340340 -2.668 1.366 -2.366 -0.29
C -1.285086 0.672855 -0.040990 2.243 0.997 0.143 -0.58
S -2.198692 -0.835798 -0.255838 -0.213 -0.725 0.279 0.71
H 3.009597 -0.963624 -0.061829 0.251 -0.242 0.792 0.07
H 0.592111 -1.502828 0.443662 -0.155 0.487 0.268 0.11
H 1.387483 -0.169083 1.338603 -0.070 0.024 0.388 0.12
H 0.673119 1.444370 -0.241969 0.366 0.418 -0.059 0.11
H 0.319878 0.194448 -1.389088 0.251 -0.046 -0.431 0.11
H -1.067998 1.103025 0.949553 -1.788 -0.233 0.164 0.08
H -1.666741 1.429316 -0.768096 0.446 -0.382 0.880 0.08
H -3.296644 -0.626482 0.490390 0.177 0.254 -0.029 -0.15
```
Positions in Å, forces in eV/Å.


2.
The following is a quantum chemistry calculation of 4 unconnected molecules or ions with the total composition C2H12O3S2 at a distorted geometry, from OMol25.

Calculated values
total energy = -30080.399 eV
relative energy (zero: lowest compared OMol25 entry of this formula, charge and spin) = 176.6 kJ/mol
spin multiplicity = 1
LUMO level = 0.012 Eh
HOMO level = -8.5 eV
orbital gap = 8.9 eV

```
19
Properties=species:S:1:pos:R:3:forces:R:3:lowdin_charge:R:1
C 1.578044 0.279476 -1.762643 -3.245 -0.447 2.589 -0.46
S 1.951055 -1.308247 -1.104106 0.634 -1.541 1.127 0.47
S 0.215157 -2.041804 -0.374986 -0.723 -1.040 -1.096 0.46
C 0.221486 -1.729395 1.359721 1.547 -3.719 1.801 -0.48
H 0.499218 0.475363 -1.509624 1.025 0.003 -0.286 0.05
H 2.163496 0.990361 -1.282004 1.225 1.464 0.157 0.00
H 1.632285 0.056886 -2.745267 0.562 0.652 -3.440 -0.03
H -0.644662 -2.178347 1.925758 0.642 0.761 -0.995 0.07
H 1.164035 -2.213576 1.817573 -1.386 0.449 -0.637 0.06
H 0.394253 -0.737270 1.444424 -0.310 3.065 0.898 -0.07
O 1.485209 0.969217 1.670538 3.784 1.732 1.915 -0.13
H 1.945996 1.867850 1.569323 -1.521 -1.427 -0.335 0.08
H 2.200666 0.647920 2.340106 -2.094 -0.003 -1.562 0.10
O -2.077951 2.227710 0.146166 1.882 -0.540 -0.338 -0.02
H -2.966615 2.442549 0.290865 -2.104 0.408 0.527 0.00
H -1.875062 2.658561 -0.683754 0.226 0.111 -0.236 0.03
O -2.825103 -1.118941 -1.088701 -0.181 -1.205 0.273 -0.07
H -2.005484 -1.019560 -0.597536 0.193 0.162 -0.099 -0.06
H -3.056018 -0.268757 -1.415844 -0.157 1.118 -0.263 0.00
```
Positions in Å, forces in eV/Å.


3.
The following is a quantum chemistry calculation of a molecular structure, C49H59N4O5PTa at a distorted geometry, from OMol25.

Calculated values
total energy = -78807.701 eV
relative energy (zero: lowest compared OMol25 entry of this formula, charge and spin) = 0.0 kJ/mol
spin multiplicity = 1
LUMO level = -0.134 Eh
HOMO level = -11.0 eV
net charge = +1
orbital gap = 7.4 eV

```
119
Properties=species:S:1:pos:R:3:forces:R:3:lowdin_charge:R:1
Ta -0.562216 -0.245418 0.596278 0.966 -0.407 -1.168 1.82
C -2.320230 -0.929128 -2.946299 -1.480 -1.668 0.658 -0.02
C -1.802584 -2.365052 -2.597449 0.686 0.814 -0.528 -0.20
C -1.538734 -3.296429 -3.589766 -0.169 0.313 0.525 -0.04
C -0.946325 -4.514394 -3.256513 -0.177 -0.030 -1.629 -0.07
C -0.705707 -4.850709 -1.970877 0.497 0.346 1.798 -0.05
C -0.879959 -3.911346 -0.944790 -1.161 -0.524 0.597 -0.22
C -0.868509 -4.366854 0.504929 1.784 0.961 -0.596 -0.01
C -1.378933 -2.667875 -1.274006 -1.502 0.382 -1.801 -0.29
N -1.807069 -1.719120 -0.315877 -0.582 0.071 2.555 -0.08
C -3.048266 -2.082424 0.276215 -0.253 -1.507 -0.992 -0.41
O -3.840533 -2.916739 -0.151644 0.999 1.122 0.136 0.11
C -3.300913 -1.499101 1.635143 1.498 -0.214 -2.012 -0.20
C -4.402991 -1.665620 2.393277 -1.147 0.598 2.098 0.07
C -4.330735 -1.053604 3.702045 -2.445 -1.459 -1.003 0.01
C -3.288732 -0.276455 4.065455 1.119 0.104 0.575 0.03
C -2.241874 -0.182912 3.162920 -0.138 0.431 0.694 -0.22
N -2.213526 -0.818740 2.014603 -0.289 0.357 1.056 0.02
C -1.066194 0.656820 3.458004 1.642 0.763 0.659 -0.45
O -0.954281 1.296287 4.510379 -0.465 -1.187 -2.076 0.12
N -0.074627 0.524876 2.439985 -0.473 0.920 2.232 -0.06
C 1.188793 0.926132 3.115455 -1.178 -0.286 -1.331 -0.23
C 1.709028 -0.035181 3.945173 0.166 -0.451 -0.059 -0.23
C 1.094816 -1.419023 3.972582 0.667 0.177 -0.690 -0.01
C 2.797760 0.321652 4.735757 -0.254 -0.889 0.376 -0.04
C 3.293024 1.597136 4.704560 -0.468 1.411 -1.327 -0.05
C 2.730914 2.584893 3.850097 -0.435 -2.440 0.794 0.00
C 1.643016 2.227499 3.051039 0.312 1.465 -0.316 -0.22
C 0.983605 3.287398 2.181157 -2.201 -1.447 0.233 -0.01
H -2.714841 -0.845216 -4.001661 0.837 -0.053 1.105 0.11
H -3.200269 -0.725473 -2.268947 0.833 -0.010 -0.724 0.09
H -1.550984 -0.200978 -2.684227 -0.011 0.120 -0.372 0.05
H -1.847941 -3.065931 -4.595704 0.177 -0.086 -0.285 0.11
H -0.673144 -5.208927 -4.040452 -0.288 -0.105 -0.085 0.11
H -0.396507 -5.832788 -1.646711 0.223 -0.206 -0.359 0.12
H -0.359993 -5.310902 0.589986 -0.093 -0.615 0.008 0.08
H -0.251055 -3.691866 1.119966 -0.315 0.076 -0.027 0.07
H -1.854769 -4.412192 0.902628 -0.796 -0.151 0.337 0.07
H -5.313763 -2.204473 2.054411 1.044 0.347 0.200 0.15
H -5.179070 -1.209751 4.390953 0.541 0.109 -0.423 0.13
H -3.143960 0.158168 5.055751 -0.307 0.096 -0.395 0.14
H 1.148051 -1.907018 2.983516 -0.068 0.403 0.174 0.05
H 1.753703 -2.021097 4.589525 -0.597 -0.326 0.555 0.09
H 0.024673 -1.391599 4.224815 0.538 -0.306 0.519 0.08
H 3.195340 -0.416933 5.435108 0.057 0.211 -0.241 0.12
H 4.132386 1.878949 5.288078 0.567 0.102 0.643 0.10
H 3.063935 3.584399 3.922668 0.389 0.904 -0.206 0.10
H 0.759340 2.927437 1.173898 0.825 0.073 -0.113 0.04
H -0.094065 3.447313 2.479760 1.104 0.210 0.428 0.09
H 1.515216 4.210466 2.168295 0.331 0.605 -0.042 0.08
O -2.657856 0.975625 0.231981 -0.807 -0.466 1.062 -0.09
C -2.569629 2.187683 -0.474022 -0.263 1.689 -1.416 -0.27
C -1.033414 2.444074 -0.684457 -1.810 -1.182 -0.558 -0.54
O -0.579515 3.427073 -1.144824 0.419 1.632 -0.450 0.18
O -0.290358 1.392668 -0.413594 0.102 -0.638 0.098 -0.22
C -3.391595 2.105647 -1.871492 1.584 1.033 1.712 -0.13
C -2.756094 2.361723 -3.100648 -1.764 0.076 0.446 -0.04
C -3.559850 2.547363 -4.224986 -0.101 -0.051 -0.390 -0.06
C -4.959022 2.405587 -4.121442 -0.498 0.142 -0.160 -0.06
C -5.567567 2.145785 -2.876994 1.034 0.502 0.125 -0.05
C -4.776265 2.071022 -1.725165 1.267 -0.145 -2.635 -0.04
C -3.013855 3.371453 0.425800 0.197 -0.766 -0.089 -0.15
C -3.382883 4.577004 -0.143054 0.724 -0.694 -0.917 -0.04
C -3.529476 5.714220 0.580092 -1.833 1.406 1.525 -0.04
C -3.464684 5.629901 2.002721 1.103 -0.612 -1.698 -0.04
C -3.047538 4.423837 2.580098 -0.088 0.976 0.064 -0.05
C -2.834744 3.290682 1.797121 -0.416 0.325 -0.207 -0.03
H -3.446632 1.016959 0.835007 0.977 -0.144 -0.782 0.15
H -1.717968 2.581677 -3.181568 0.684 -0.135 0.139 0.10
H -3.043199 2.858264 -5.163967 -0.812 -0.392 0.728 0.12
H -5.635681 2.589388 -4.988761 0.837 -0.246 0.681 0.12
H -6.631965 2.159373 -2.728990 -0.313 -0.099 -0.381 0.10
H -5.178103 2.104545 -0.769498 -0.936 -0.238 1.612 0.10
H -3.420244 4.591320 -1.206352 -0.246 0.237 -0.731 0.12
H -3.917802 6.648430 0.080203 0.830 -1.052 0.657 0.13
H -3.552756 6.539139 2.561379 -0.191 0.131 0.464 0.10
H -2.791024 4.453220 3.632027 -0.270 -0.404 0.077 0.11
H -2.552446 2.346288 2.224522 0.304 -0.050 0.413 0.09
C 1.112081 -1.484059 -2.985841 -0.106 -0.745 -1.281 -0.10
C 2.315387 -0.628137 -2.611560 0.030 -2.266 0.292 -0.60
C 1.989540 0.776354 -2.983399 -0.438 1.702 -0.679 -0.07
C 3.501693 -1.203038 -3.441878 -1.166 1.649 -1.497 -0.05
P 2.570656 -0.922642 -0.797213 -0.777 0.808 0.881 1.07
N 1.104695 -0.857147 0.050855 0.706 -0.044 -0.564 -0.31
C 3.695426 0.466292 -0.246351 0.126 0.043 1.306 -0.57
C 4.854268 0.641288 -1.198008 1.084 2.605 -0.758 -0.09
C 4.161622 0.133557 1.191529 0.873 -0.917 -0.499 -0.07
C 2.924912 1.797334 -0.124552 0.303 0.997 -1.220 -0.07
C 3.344696 -2.585200 -0.452876 -0.458 -0.698 0.313 -0.60
C 3.133536 -2.927598 1.031032 0.254 0.119 1.300 -0.10
C 4.834828 -2.739015 -0.681294 0.647 0.241 0.272 -0.07
C 2.629045 -3.679283 -1.242029 -0.720 -0.835 0.800 -0.08
H 0.688087 -1.064666 -3.917957 0.030 -0.248 0.385 0.11
H 0.321870 -1.562671 -2.256840 0.105 0.335 0.139 0.03
H 1.417079 -2.517042 -3.229305 -0.266 0.466 0.125 0.09
H 1.748592 0.808687 -4.085047 0.516 0.011 1.002 0.12
H 2.771942 1.497145 -2.734999 -0.052 -0.134 -0.442 0.06
H 1.097974 1.191679 -2.488856 0.101 -0.479 0.022 0.08
H 3.164429 -1.151553 -4.504871 0.077 0.069 0.586 0.11
H 3.761224 -2.219111 -3.324986 0.178 -1.012 0.695 0.05
H 4.365749 -0.580157 -3.411822 0.703 0.300 0.166 0.06
H 5.374850 -0.188897 -1.607657 0.142 -1.029 -0.031 0.05
H 5.688784 1.304578 -0.773009 -1.335 -0.826 -0.120 0.13
H 4.477509 1.233046 -2.065556 0.542 -0.529 0.514 0.07
H 4.743980 -0.794215 1.178162 -0.272 0.116 0.204 0.06
H 3.336423 0.059483 1.883631 -0.287 -0.191 0.129 0.06
H 4.866159 0.840939 1.614319 -0.051 0.678 -0.305 0.10
H 3.262362 2.679105 -0.773499 0.101 -1.428 0.842 0.13
H 2.959750 2.088198 0.903964 -0.012 0.432 0.440 0.05
H 1.900443 1.694648 -0.398278 -0.807 -0.108 -0.009 0.02
H 2.140611 -2.701637 1.416457 -0.034 0.096 -0.224 0.03
H 3.867846 -2.395546 1.662609 -0.523 -0.236 -0.220 0.08
H 3.305566 -4.001436 1.251976 -0.037 0.460 -0.590 0.10
H 5.411858 -1.845750 -0.447653 0.061 -0.248 0.252 0.07
H 5.149175 -3.065467 -1.655375 -0.230 0.020 -0.708 0.08
H 5.107018 -3.552101 -0.010247 0.453 0.087 0.038 0.10
H 1.534684 -3.563515 -1.156387 0.446 -0.319 0.138 0.06
H 2.934482 -4.704318 -0.832757 -0.390 1.422 -0.657 0.13
H 2.851027 -3.606239 -2.285051 0.256 -0.323 -0.584 0.05
```
Positions in Å, forces in eV/Å.


Question: Which of these has the highest relative energy (zero: lowest compared OMol25 entry of this formula, charge and spin)?
Answer: C2H12O3S2


Question: What is the orbital gap in the first record?
Answer: 10.0 eV


Question: Which value of HOMO level does entry 3 give?
Answer: -11.0 eV


Repeat the second record exactly.
The following is a quantum chemistry calculation of 4 unconnected molecules or ions with the total composition C2H12O3S2 at a distorted geometry, from OMol25.

Calculated values
total energy = -30080.399 eV
relative energy (zero: lowest compared OMol25 entry of this formula, charge and spin) = 176.6 kJ/mol
spin multiplicity = 1
LUMO level = 0.012 Eh
HOMO level = -8.5 eV
orbital gap = 8.9 eV

```
19
Properties=species:S:1:pos:R:3:forces:R:3:lowdin_charge:R:1
C 1.578044 0.279476 -1.762643 -3.245 -0.447 2.589 -0.46
S 1.951055 -1.308247 -1.104106 0.634 -1.541 1.127 0.47
S 0.215157 -2.041804 -0.374986 -0.723 -1.040 -1.096 0.46
C 0.221486 -1.729395 1.359721 1.547 -3.719 1.801 -0.48
H 0.499218 0.475363 -1.509624 1.025 0.003 -0.286 0.05
H 2.163496 0.990361 -1.282004 1.225 1.464 0.157 0.00
H 1.632285 0.056886 -2.745267 0.562 0.652 -3.440 -0.03
H -0.644662 -2.178347 1.925758 0.642 0.761 -0.995 0.07
H 1.164035 -2.213576 1.817573 -1.386 0.449 -0.637 0.06
H 0.394253 -0.737270 1.444424 -0.310 3.065 0.898 -0.07
O 1.485209 0.969217 1.670538 3.784 1.732 1.915 -0.13
H 1.945996 1.867850 1.569323 -1.521 -1.427 -0.335 0.08
H 2.200666 0.647920 2.340106 -2.094 -0.003 -1.562 0.10
O -2.077951 2.227710 0.146166 1.882 -0.540 -0.338 -0.02
H -2.966615 2.442549 0.290865 -2.104 0.408 0.527 0.00
H -1.875062 2.658561 -0.683754 0.226 0.111 -0.236 0.03
O -2.825103 -1.118941 -1.088701 -0.181 -1.205 0.273 -0.07
H -2.005484 -1.019560 -0.597536 0.193 0.162 -0.099 -0.06
H -3.056018 -0.268757 -1.415844 -0.157 1.118 -0.263 0.00
```
Positions in Å, forces in eV/Å.